Entry 1:
DFT (wB97M-V/def2-TZVPD) results for C30H45B2F4IN4O4RbSb as an isolated structure.

Properties
Strongest force on any atom: 0.73 eV/A
E_HOMO (alpha / beta): -7.770 / -7.769 eV
LUMO energy (alpha / beta): -0.04451 / -0.07429 hartree
Multiplicity: 1
Gap between HOMO and LUMO (alpha / beta): 6.56 / 5.75 eV
Relative energy (zero: lowest compared OMol25 entry of this formula, charge and spin): 24.4 kcal/mol

Element x y z (Å)
Rb1 2.14238 0.98576 -0.31454
C1 4.48857 4.23394 1.83984
C2 3.23685 3.68160 1.21111
N1 3.07410 3.55139 -0.04653
O1 4.11122 3.80312 -0.87259
B1 3.74715 3.99229 -2.33345
F1 3.31627 5.30707 -2.51570
F2 4.90612 3.70467 -3.03959
O2 2.68986 3.05776 -2.87975
N2 1.57627 2.92018 -2.12343
C3 0.43846 2.87079 -2.69224
C4 0.17042 3.07754 -4.15837
C5 -0.69908 2.57355 -1.75188
N3 -0.39234 1.81280 -0.77387
O3 -1.39414 1.54391 0.15626
B2 -1.18789 1.98901 1.58404
F3 -1.82353 3.21465 1.74944
F4 -1.91166 0.98297 2.31403
O4 0.16037 1.98853 2.14833
N4 1.09649 2.70245 1.43294
C6 2.11239 3.14213 2.06445
C7 2.30861 3.05375 3.54751
C8 -2.04390 3.18976 -1.98738
H1 5.18325 4.50845 1.05163
H2 4.96738 3.50395 2.49899
H3 4.26305 5.12408 2.43306
H4 1.11689 3.13754 -4.68785
H5 -0.37997 4.00800 -4.32036
H6 -0.42708 2.25774 -4.56893
H7 1.34476 2.92112 4.03354
H8 2.78685 3.95450 3.92790
H9 2.94068 2.19994 3.80516
H10 -2.50553 2.77665 -2.88861
H11 -1.93326 4.26664 -2.13208
H12 -2.69050 3.00877 -1.13266
I1 5.60004 0.96135 -0.44007
C9 5.87959 -1.10263 -0.23805
C10 7.07861 -1.59156 0.18770
C11 7.26967 -2.99012 0.31295
C12 6.27176 -3.86035 -0.00866
C13 5.01641 -3.38548 -0.46375
C14 3.95916 -4.26899 -0.82082
C15 2.75474 -3.79918 -1.25934
C16 2.53187 -2.39966 -1.35993
C17 3.54394 -1.58105 -1.01297
C18 4.81175 -1.98318 -0.56612
H13 7.88612 -0.91131 0.42516
H14 8.22496 -3.36007 0.66529
H15 6.42378 -4.93073 0.07584
H16 4.13292 -5.33627 -0.74749
H17 1.95879 -4.48364 -1.52936
H18 1.57387 -2.03203 -1.71429
C19 -1.64923 -2.06841 -2.13140
C20 -3.01634 -1.64796 -1.58581
C21 -3.53766 -0.46191 -2.39851
C22 -3.99139 -2.82251 -1.65154
Sb1 -2.67089 -0.82494 0.45129
C23 -4.63733 -0.25269 1.24031
C24 -4.86436 1.17661 0.73467
C25 -4.61634 -0.26877 2.76694
C26 -5.70744 -1.20226 0.71156
C27 -1.82483 -2.43817 1.72331
C28 -2.84528 -3.55958 1.89702
C29 -1.44505 -1.83444 3.07495
C30 -0.55694 -2.95063 1.03905
H19 -1.72604 -2.19017 -3.21841
H20 -1.32241 -3.02234 -1.71965
H21 -0.87723 -1.31917 -1.93552
H22 -3.69674 -0.77874 -3.43622
H23 -2.82521 0.36799 -2.40327
H24 -4.49223 -0.09045 -2.01880
H25 -3.87522 -3.31070 -2.62770
H26 -5.02773 -2.50303 -1.56529
H27 -3.80583 -3.57977 -0.88944
H28 -4.13882 1.86992 1.16855
H29 -5.86785 1.50483 1.02903
H30 -4.79390 1.24838 -0.35316
H31 -3.78117 0.29483 3.17234
H32 -4.59487 -1.28588 3.16408
H33 -5.54053 0.20303 3.12249
H34 -5.89433 -1.04624 -0.35202
H35 -6.64364 -0.99441 1.24417
H36 -5.46425 -2.25489 0.87282
H37 -3.76269 -3.21206 2.37831
H38 -2.40643 -4.33325 2.53952
H39 -3.10958 -4.03377 0.95141
H40 -2.30324 -1.44085 3.61619
H41 -0.72425 -1.02516 2.97360
H42 -0.99171 -2.62573 3.68725
H43 -0.77243 -3.48758 0.11574
H44 -0.04794 -3.64961 1.71395
H45 0.14187 -2.14162 0.81372

Entry 2:
DFT (wB97M-V/def2-TZVPD) results for C30H45ClN9OW as an isolated structure in a non-equilibrium geometry.

Properties
Net charge: +3
<S²>: 2.015
Strongest force on any atom: 1.46 eV/A
E_HOMO (alpha / beta): -16.072 / -16.392 eV
LUMO energy (alpha / beta): -0.32332 / -0.31187 hartree
Multiplicity: 3
Gap between HOMO and LUMO (alpha / beta): 7.27 / 7.90 eV
Relative energy (zero: lowest compared OMol25 entry of this formula, charge and spin): 9.3 kcal/mol

Element x y z (Å)
W1 -0.21581 -0.12705 0.12884
C1 1.20181 3.35870 0.26504
N1 -0.12714 3.55115 0.78770
C2 -0.60898 4.93129 0.88320
C3 -1.75257 4.82303 1.89039
N2 -1.97985 3.37184 1.96002
C4 -3.22517 2.88119 2.52409
C5 -0.96080 2.70013 1.41375
N3 -0.81033 1.36135 1.47711
C6 -1.37391 0.71020 2.67183
C7 -0.66833 -0.60735 2.99967
N4 -0.46496 -1.42329 1.79014
C8 -0.51759 -2.75873 1.84445
N5 -1.03943 -3.54527 2.80218
C9 -1.94825 -3.23165 3.89551
C10 -1.00981 -4.95800 2.40556
C11 -0.15181 -4.95791 1.15188
N6 -0.07067 -3.53584 0.81172
C12 1.00639 -3.18484 -0.07294
H1 1.92688 3.91117 0.86790
H2 1.23964 3.74607 -0.75511
H3 1.46469 2.30540 0.26340
H4 -0.93395 5.28310 -0.09991
H5 0.19995 5.57560 1.23081
H6 -2.66016 5.31588 1.54166
H7 -1.49978 5.21896 2.87682
H8 -3.96362 3.67214 2.40518
H9 -3.13512 2.65317 3.58643
H10 -3.58443 2.00950 1.97588
H11 -2.44148 0.49652 2.53235
H12 -1.28622 1.35748 3.55220
H13 -1.31778 -1.09320 3.72388
H14 0.29851 -0.44006 3.48892
H15 -1.43648 -2.74422 4.72338
H16 -2.33360 -4.17919 4.26662
H17 -2.79873 -2.63919 3.55388
H18 -2.03104 -5.29519 2.21035
H19 -0.58912 -5.56276 3.20959
H20 -0.59675 -5.52102 0.33178
H21 0.85247 -5.34948 1.34074
H22 0.87559 -3.69121 -1.03176
H23 1.98439 -3.44976 0.35145
H24 0.98524 -2.09736 -0.28582
O1 1.74445 0.06873 -1.45685
C13 1.45362 0.65108 -2.73546
C14 0.20323 1.48179 -2.66215
C15 -0.15966 2.24435 -3.76472
C16 -1.33262 2.97119 -3.73030
C17 -2.10993 2.90928 -2.58176
C18 -1.67528 2.13648 -1.52633
N7 -0.52678 1.43138 -1.53809
H25 2.53522 0.49008 -1.09612
H26 1.33834 -0.15192 -3.46904
H27 2.29368 1.26890 -3.06073
H28 0.47496 2.25344 -4.63825
H29 -1.63885 3.56384 -4.57905
H30 -3.04590 3.43843 -2.50623
H31 -2.27808 2.05318 -0.63186
Cl1 -2.82317 -0.46669 0.19914
C19 -3.21778 -0.49902 -1.53374
C20 -4.46978 -0.15957 -1.98677
C21 -4.64723 -0.16137 -3.36713
C22 -3.59303 -0.48878 -4.20892
C23 -2.34998 -0.83912 -3.69591
C24 -2.13871 -0.86000 -2.31908
C25 -0.87845 -1.27117 -1.63985
H32 -5.27258 0.09587 -1.31350
H33 -5.61257 0.09207 -3.77869
H34 -3.74572 -0.48736 -5.27678
H35 -1.55165 -1.12573 -4.36710
H36 -0.06168 -1.33790 -2.36417
H37 -1.03909 -2.28149 -1.23842
C26 5.04319 -1.64744 1.58550
C27 3.86013 -0.76485 1.73072
C28 3.52694 0.17708 2.68068
C29 2.29971 0.71752 2.30177
N8 1.86435 0.14801 1.15205
N9 2.84513 -0.77009 0.84688
C30 1.62786 1.79568 3.08228
H38 5.80815 -1.36045 2.30248
H39 5.47016 -1.57812 0.58647
H40 4.77661 -2.68701 1.77470
H41 4.10541 0.45705 3.53852
H42 2.81801 -1.28094 -0.02062
H43 2.35334 2.19982 3.78664
H44 0.78671 1.42764 3.66636
H45 1.27875 2.61313 2.46177